(1)
# C24H25N3O4

C24H25N3O4 in the gas phase (ωB97M-V with the def2-TZVPD basis set, the OMol25 dataset).

Structure (XYZ):
```
56
Properties=species:S:1:pos:R:3:forces:R:3
O -2.586 -1.101 -3.371 -0.129 0.143 0.182
O 0.424 1.807 5.541 0.069 -0.410 -0.156
O 0.585 -1.289 1.552 0.066 -0.105 -0.171
O -0.141 2.128 1.465 0.007 -0.317 -0.277
N -1.735 -2.613 -4.798 -0.248 -0.148 -0.196
N 0.080 0.197 3.187 -0.188 0.417 0.117
N -0.166 -0.345 -2.400 0.064 -0.133 0.002
C 1.587 1.102 5.658 0.226 -0.238 0.021
C -0.533 1.622 -3.914 0.007 -0.112 -0.060
C -0.023 1.012 0.972 0.015 0.256 -0.006
C -0.050 -0.491 -1.066 0.073 0.101 0.455
C -1.628 -1.683 -3.834 0.336 -0.030 0.059
C -2.685 -3.643 -6.677 0.055 -0.037 0.166
C -0.683 2.994 -3.901 0.015 -0.045 -0.129
C -0.652 3.717 -2.708 -0.014 0.130 0.050
C 3.854 0.761 6.381 0.072 -0.138 -0.042
C -0.324 1.708 -1.480 0.013 -0.269 -0.204
C 1.596 -0.166 5.057 -0.180 0.095 -0.020
C 0.356 3.099 6.090 -0.037 0.302 0.113
C 0.257 -0.171 1.913 -0.053 -0.044 0.581
C 0.365 -0.641 4.326 0.029 -0.165 0.055
C -0.660 -3.345 -5.439 0.531 -0.076 -0.089
C -0.353 0.988 -2.693 -0.012 0.764 0.210
C -0.189 -1.410 -3.356 -0.315 -0.027 -0.107
C 3.870 -0.485 5.785 0.163 0.007 0.069
C 2.740 -0.939 5.123 -0.099 0.112 0.050
C -1.382 -4.360 -6.327 0.006 0.106 -0.026
C -3.033 -2.943 -5.369 -0.416 0.119 -0.002
C -0.122 0.737 -0.434 -0.038 -0.150 -0.337
C 2.720 1.556 6.320 -0.281 0.264 0.009
C -0.474 3.090 -1.492 -0.009 0.066 -0.024
H 4.756 -1.099 5.830 0.081 -0.051 0.005
H -3.620 -2.032 -5.494 -0.006 -0.113 0.030
H -0.643 3.465 5.857 0.087 0.023 0.046
H -0.046 -2.667 -6.046 0.032 -0.098 0.030
H 0.513 -1.655 3.949 -0.050 0.098 0.140
H -0.796 -4.629 -7.203 0.051 -0.058 0.026
H -0.829 3.520 -4.833 -0.012 0.020 -0.074
H 0.491 3.084 7.176 0.011 -0.013 -0.058
H 1.097 3.766 5.638 -0.019 -0.042 0.027
H -0.014 -3.830 -4.703 0.028 0.022 -0.079
H 0.436 -1.148 -4.216 0.020 -0.102 0.104
H -0.775 4.789 -2.744 -0.010 0.082 0.011
H 0.212 -2.314 -2.889 0.036 0.109 -0.098
H 0.093 -1.453 -0.614 0.030 -0.144 0.016
H -0.118 1.177 3.356 0.025 -0.158 -0.135
H -1.598 -5.264 -5.758 0.020 -0.043 0.011
H 4.728 1.129 6.897 0.064 0.030 0.039
H -0.568 1.068 -4.840 -0.024 -0.047 -0.103
H 2.745 -1.909 4.648 -0.027 -0.107 -0.069
H -3.576 -3.609 -4.690 -0.051 0.067 -0.059
H -2.511 -2.908 -7.464 -0.021 0.027 -0.037
H -0.496 -0.619 5.003 0.081 -0.101 -0.110
H -0.453 3.643 -0.566 0.000 0.049 0.062
H 2.734 2.527 6.789 -0.033 0.091 0.031
H -3.467 -4.325 -7.002 -0.042 0.017 -0.050
```
Forces are in eV/Å.

* energy relative to the best compared isomer or geometry (same formula, charge and spin): 38.06 kcal/mol
* HOMO: -8.003 eV
* Kohn-Sham gap: 0.3106 hartree
* structure (SMILES): COc1ccccc1CNC(=O)C(=O)c1cn(CC(=O)N2CCCC2)c2ccccc12
* total energy: -1394.828818 hartree

---

(2)
# C24H25N3O5

C24H25N3O5 in the gas phase in a non-equilibrium geometry (ωB97M-V with the def2-TZVPD basis set, the OMol25 dataset).

Structure (XYZ):
```
57
Properties=species:S:1:pos:R:3:forces:R:3
O 2.410 3.265 1.855 0.100 0.015 0.134
O 4.305 1.192 1.772 -0.209 0.112 0.096
O -2.115 -3.072 -0.164 -0.003 0.079 -0.289
O 3.037 -1.461 -1.446 0.225 0.163 0.089
O 5.857 0.219 -0.116 -0.259 0.391 -0.064
N -5.232 2.275 -0.360 -0.474 0.411 0.030
N -3.094 2.013 -0.840 -0.322 -0.081 -0.074
N 1.456 2.252 0.006 0.164 -0.059 -0.031
C -2.564 -3.562 1.084 -0.172 0.003 0.553
C -0.973 2.863 0.032 0.062 0.002 -0.237
C -3.558 0.802 -0.410 -0.084 -0.275 0.080
C -1.738 2.336 -1.188 0.432 0.232 0.222
C 0.649 -0.008 -0.592 -0.232 0.004 -0.038
C -4.942 -2.763 0.832 0.156 0.091 0.148
C 3.023 0.549 -0.220 0.011 0.491 0.432
C 0.255 -0.384 0.682 0.065 0.104 -0.326
C 7.103 -0.237 -0.002 0.548 -0.632 -0.071
C 3.656 -0.647 -0.781 0.102 0.086 0.057
C -4.148 2.863 -0.782 0.005 0.124 -0.063
C -4.880 0.985 -0.124 0.193 -0.184 0.032
C 7.175 -1.561 -0.334 0.107 0.518 0.150
C 2.353 2.397 1.002 -0.013 0.200 0.049
C 5.087 -0.811 -0.527 0.410 -1.366 -0.393
C -1.223 -2.053 -0.217 0.253 0.182 -0.199
C 5.866 -1.937 -0.686 -0.650 0.626 0.077
C -0.677 -1.387 0.878 -0.209 -0.295 0.128
C -3.685 -2.715 1.691 0.130 -0.173 -0.374
C -0.827 -1.671 -1.502 -0.166 -0.140 0.126
C 0.473 3.261 -0.296 -0.291 0.169 0.206
C 1.707 1.060 -0.778 0.128 -0.339 -0.029
C 0.095 -0.664 -1.686 0.004 -0.009 0.280
C 3.336 1.287 0.866 0.041 -0.253 -0.408
H 7.856 0.458 0.314 0.001 0.171 0.048
H -1.255 1.437 -1.579 -0.125 0.173 -0.036
H -1.253 -2.194 -2.343 -0.059 -0.074 -0.107
H -1.753 3.102 -1.970 0.024 -0.119 0.014
H 0.404 -0.399 -2.686 0.055 0.027 -0.125
H -3.354 -1.679 1.786 0.061 0.012 0.120
H 0.685 0.109 1.543 0.021 0.042 0.107
H -5.720 -2.138 1.263 -0.132 0.037 -0.023
H 0.555 3.534 -1.354 0.066 0.050 0.038
H -5.599 0.276 0.232 -0.081 -0.244 0.067
H 8.048 -2.180 -0.331 0.218 -0.065 0.029
H -2.923 -0.058 -0.366 0.175 -0.193 0.006
H -1.725 -3.662 1.783 -0.030 -0.027 -0.112
H -0.971 2.103 0.815 -0.049 0.051 0.028
H 1.791 1.311 -1.842 0.022 0.017 0.063
H -3.899 -3.097 2.690 0.062 0.037 0.061
H 0.758 4.124 0.312 -0.024 -0.063 -0.173
H -1.503 3.735 0.418 -0.021 -0.013 0.013
H -2.945 -4.563 0.860 0.079 0.078 0.082
H -5.317 -3.782 0.762 -0.087 -0.100 -0.047
H -4.725 -2.406 -0.172 -0.057 0.028 -0.124
H 5.518 -2.898 -1.005 -0.138 -0.171 -0.081
H -0.957 -1.646 1.887 -0.069 -0.045 0.072
H -4.080 3.894 -1.065 0.123 0.249 -0.096
H 4.178 1.932 2.397 -0.086 -0.059 -0.116
```
Forces are in eV/Å.

* energy relative to the best compared isomer or geometry (same formula, charge and spin): 51.98 kcal/mol
* HOMO: -8.487 eV
* Kohn-Sham gap: 0.2991 hartree
* structure (SMILES): CCCOc1ccc([C@@H]2C(C(=O)c3ccco3)=C(O)C(=O)N2CCCn2ccnc2)cc1
* total energy: -1470.011833 hartree

---

(3)
# C24H25N4O2PdSbSe4

A molecular structure, C24H25N4O2PdSbSe4 (ωB97M-V with the def2-TZVPD basis set, the OMol25 dataset).

Structure (XYZ):
```
61
Properties=species:S:1:pos:R:3:forces:R:3
Sb -0.789 7.169 -0.068 0.104 -0.506 -0.148
Pd -0.392 2.492 0.391 -0.056 0.421 -0.302
Se 0.971 8.255 1.093 -0.038 -0.017 -0.079
Se -0.620 4.722 1.156 -0.170 0.075 0.385
Se -3.147 7.339 -0.086 0.067 0.001 0.020
Se 0.241 6.700 -2.314 -0.002 0.040 0.117
O 5.846 0.108 0.713 0.008 0.013 -0.002
O -0.133 0.456 -0.230 0.007 -0.036 0.000
N 1.819 2.590 0.378 0.013 0.039 -0.093
N 3.894 -1.036 0.638 0.014 0.025 0.057
N 0.035 -1.800 0.194 0.100 0.069 0.041
N -0.161 -2.626 1.297 -0.126 -0.090 -0.050
C -0.308 -1.815 2.386 -0.010 -0.011 -0.036
C -0.182 -2.294 -1.123 -0.072 -0.044 -0.059
C -2.435 2.453 0.225 0.121 -0.084 0.067
C -3.309 0.198 0.885 -0.010 0.027 -0.016
C -3.382 -0.634 -1.753 0.013 0.033 -0.012
C -1.053 -3.353 -1.341 0.004 0.019 0.023
C 2.533 1.497 0.647 0.027 -0.027 0.032
C -0.383 -2.400 3.751 -0.009 -0.001 0.012
C -0.620 -3.198 -3.702 0.005 0.007 -0.013
C 4.641 0.109 0.579 -0.030 -0.033 -0.014
C 3.874 1.373 0.335 -0.003 -0.005 0.017
C 3.799 3.612 -0.482 0.038 -0.017 0.012
C -0.334 -0.513 1.999 -0.008 0.011 0.030
C 2.446 3.630 -0.181 -0.050 -0.009 0.037
C 0.473 -1.682 -2.184 0.032 0.011 0.026
C -1.259 -3.810 -2.633 0.006 -0.005 0.006
C 0.586 -3.876 1.354 0.064 0.040 0.030
C -2.954 0.645 -1.439 0.030 -0.036 0.014
C 0.239 -2.133 -3.474 -0.010 -0.014 0.003
C -3.778 -1.507 -0.747 -0.014 -0.005 0.024
C -0.153 -0.486 0.583 0.035 0.021 0.035
C 4.525 2.464 -0.228 0.004 0.036 0.002
C -2.904 1.085 -0.113 -0.064 -0.026 -0.018
C -3.741 -1.085 0.575 0.009 -0.016 -0.004
H -1.936 -4.636 -2.805 -0.001 0.004 0.002
H 1.136 -0.849 -2.000 -0.009 0.005 -0.004
H -1.584 -3.794 -0.509 0.006 0.002 -0.006
H -4.127 -2.502 -0.994 0.006 0.005 0.004
H -4.063 -1.751 1.367 -0.005 0.007 -0.004
H 0.738 -1.650 -4.303 -0.001 0.002 0.002
H 4.411 -1.898 0.688 -0.003 -0.004 -0.011
H 2.959 -1.066 0.270 0.006 -0.004 -0.024
H 0.001 -4.621 1.889 0.002 0.013 0.029
H 0.569 -2.850 4.036 -0.006 -0.004 -0.001
H -2.686 3.168 -0.557 -0.003 0.033 -0.009
H 1.838 4.502 -0.390 0.010 0.001 -0.036
H 2.009 0.701 1.159 -0.019 -0.014 -0.042
H 0.750 -4.233 0.342 -0.022 -0.011 -0.005
H -0.792 -3.550 -4.710 0.003 0.001 0.005
H -2.866 2.789 1.166 -0.007 0.044 0.007
H -3.296 0.528 1.918 -0.001 -0.001 0.001
H 1.551 -3.744 1.850 0.014 0.005 -0.033
H -0.619 -1.620 4.471 0.002 -0.001 -0.001
H -1.152 -3.171 3.804 0.006 0.000 -0.001
H -0.519 0.355 2.611 0.012 0.003 -0.004
H -3.409 -0.954 -2.788 0.001 0.005 0.004
H 4.259 4.488 -0.916 -0.009 -0.001 -0.008
H -2.640 1.319 -2.227 -0.006 0.002 -0.003
H 5.581 2.390 -0.451 -0.003 0.001 -0.003
```
Forces are in eV/Å.

* energy relative to the best compared isomer or geometry (same formula, charge and spin): 22.04 kcal/mol
* HOMO (alpha / beta): -7.803 / -7.755 eV
* Kohn-Sham gap (alpha / beta): 0.2658 / 0.2116 hartree
* multiplicity: 3
* total energy: -11272.915725 hartree

---

(4)
# C24H25N5O

C24H25N5O in the gas phase (ωB97M-V with the def2-TZVPD basis set, the OMol25 dataset).

Structure (XYZ):
```
55
Properties=species:S:1:pos:R:3:forces:R:3
O -3.434 0.403 -0.009 -0.281 0.319 -0.114
N 0.220 -1.477 0.224 -0.072 0.256 0.284
N 1.932 0.532 1.037 -0.395 0.304 0.054
N 0.176 1.815 1.772 -0.132 0.122 0.261
N -2.348 -1.441 -0.790 -0.012 -0.271 -0.185
N -2.026 -2.864 2.446 -0.097 -0.484 0.247
C 4.265 -1.779 -0.500 0.118 0.261 0.144
C -0.977 -0.104 -2.907 -0.124 0.097 -0.069
C -0.998 2.529 1.306 -0.407 0.016 0.026
C -1.865 -1.846 1.952 -0.010 -0.203 0.342
C -1.707 3.182 2.490 0.088 0.192 -0.237
C 0.628 0.664 1.202 0.873 -0.342 -0.223
C -0.418 0.959 -2.210 -0.060 -0.013 -0.057
C 2.414 -0.561 0.420 -0.426 -0.481 -0.232
C 1.242 -0.874 -3.439 0.058 -0.019 -0.108
C -1.667 -0.559 1.332 -0.171 0.593 -0.311
C 1.534 -1.555 -0.080 0.403 0.354 0.300
C 2.038 -2.643 -0.809 0.273 -0.113 0.016
C 0.956 1.110 -2.131 0.093 0.059 0.006
C 3.798 -0.708 0.212 0.140 -0.112 -0.129
C -2.942 -1.456 -2.109 -0.234 0.314 -0.069
C -2.470 -0.270 -2.969 -0.023 -0.154 0.111
C 1.790 0.193 -2.746 0.094 0.061 -0.068
C 0.522 3.382 3.589 0.012 0.208 -0.256
C -0.231 -0.441 0.875 0.501 -0.322 -0.125
C -0.747 4.134 3.197 -0.059 -0.231 0.213
C 1.147 2.714 2.366 0.216 -0.058 0.549
C -0.130 -1.021 -3.518 -0.005 0.025 0.019
C -2.598 -0.468 0.092 0.139 -0.150 0.238
C 3.387 -2.745 -1.016 -0.311 -0.215 -0.129
H -2.673 -2.404 -2.576 -0.053 0.027 0.033
H -1.675 1.876 0.761 0.027 -0.001 -0.020
H 2.861 0.305 -2.681 0.106 -0.002 0.015
H -2.589 3.716 2.133 -0.055 -0.022 -0.002
H 1.459 3.477 1.639 0.057 -0.042 -0.033
H -2.952 0.636 -2.600 -0.017 -0.027 -0.069
H 1.345 -3.379 -1.187 -0.077 -0.087 -0.025
H -1.485 -1.961 -0.645 -0.205 0.067 -0.005
H 3.788 -3.577 -1.575 0.007 -0.076 -0.045
H 5.326 -1.888 -0.674 0.082 0.010 0.009
H -1.068 1.679 -1.732 -0.103 0.084 0.044
H -2.793 -0.440 -3.998 -0.051 0.044 -0.014
H 2.024 2.130 2.645 -0.075 0.186 -0.051
H 1.379 1.942 -1.586 0.041 0.076 0.055
H -4.029 -1.406 -1.999 0.081 -0.118 -0.084
H -0.673 3.319 0.611 -0.045 -0.052 -0.040
H -0.490 4.956 2.523 -0.007 0.080 -0.016
H 0.276 2.614 4.325 0.052 -0.035 0.043
H 1.890 -1.593 -3.919 0.058 -0.065 -0.039
H -0.552 -1.852 -4.066 -0.053 -0.106 -0.085
H -1.938 0.216 2.052 -0.005 -0.042 -0.215
H 4.460 0.049 0.603 0.065 0.081 0.044
H -1.221 4.561 4.082 -0.004 0.086 -0.028
H 1.246 4.063 4.037 0.041 -0.012 0.046
H -2.038 2.412 3.190 -0.058 -0.070 -0.015
```
Forces are in eV/Å.

* energy relative to the best compared isomer or geometry (same formula, charge and spin): 0.00 kcal/mol
* HOMO: -8.299 eV
* Kohn-Sham gap: 0.2925 hartree
* structure (SMILES): N#C[C@H](C(=O)NCCc1ccccc1)c1nc2ccccc2nc1N1CCCCC1
* total energy: -1278.620348 hartree